No. 1
Computed, not measured: a single C5H11N molecule, with ωB97M-V with the def2-TZVPD basis set.

Each line ends with the Mulliken charge.
CARTESIAN COORDINATES (ANGSTROEM)
C: -0.300248 -1.416850 -1.502484  -0.83
N: 0.415642 -0.766173 -0.464989  -0.12
C: 0.924996 -0.895912 0.843633  -0.55
C: 0.149673 0.328916 0.385054  1.01
C: 0.777786 1.595039 -0.159836  -1.46
C: -1.191160 0.574157 1.068319  -1.52
H: -1.364839 -1.613541 -1.315821  0.30
H: -0.226633 -0.742710 -2.363412  0.25
H: 0.207969 -2.346806 -1.771415  0.31
H: 2.013532 -0.875553 0.925005  0.22
H: 0.440661 -1.530917 1.595539  0.26
H: 0.988296 2.360221 0.590540  0.38
H: 0.066736 2.014130 -0.887227  0.31
H: 1.686765 1.338684 -0.710821  0.36
H: -1.020269 1.161163 1.980500  0.37
H: -1.860285 1.162414 0.428911  0.32
H: -1.708621 -0.346262 1.358504  0.37

Forces on atoms 1 to 6 (eV/Å):
-0.2 -0.2 -0.1
0.2 0.2 -0.2
0.2 -0.1 0.2
0.0 0.2 0.0
0.1 0.1 0.1
0.0 -0.1 -0.1

Output
Relative energy (zero: lowest compared OMol25 entry of this formula, charge and spin): 1.775 eV
HOMO: -8.15 eV
Gap between HOMO and LUMO: 9.14 eV
Structure (SMILES): CN1CC1(C)C
Electronic energy: -6851.7537 eV
Total charge: 0

***

No. 2
Computed, not measured: a single C5H11N molecule, with ωB97M-V with the def2-TZVPD basis set.

Each line ends with the Mulliken charge.
CARTESIAN COORDINATES (ANGSTROEM)
C: -1.157913 -1.092612 1.470959  -1.06
C: -0.090199 -0.958392 0.431109  -0.35
C: 0.740775 0.562045 -1.152551  -0.07
C: -0.159535 0.079659 -2.236457  -1.15
N: 0.522521 0.200335 0.115283  0.08
C: 0.980392 1.121671 1.162717  -1.09
H: -1.175269 -0.260651 2.182524  0.35
H: -1.054358 -2.023279 2.040348  0.28
H: -2.152715 -1.119301 0.997980  0.24
H: -0.058442 -1.696706 -0.361287  0.46
H: 1.556399 1.250569 -1.342686  0.39
H: -0.261277 0.852442 -3.009394  0.33
H: 0.133719 -0.850993 -2.747040  0.24
H: -1.152365 -0.109038 -1.795074  0.30
H: 0.845171 0.663209 2.143287  0.35
H: 0.435897 2.067042 1.090840  0.35
H: 2.047200 1.313999 1.009442  0.35

Forces on atoms 1 to 6 (eV/Å):
0.0 0.0 0.2
-0.1 0.0 -0.2
0.0 0.1 0.0
0.0 -0.1 -0.1
0.0 -0.1 -0.1
0.1 0.0 0.1

Output
Relative energy (zero: lowest compared OMol25 entry of this formula, charge and spin): 2.599 eV
HOMO (spin up / spin down): -6.22 / -6.22 eV
Gap between HOMO and LUMO (spin up / spin down): 7.24 / 7.24 eV
Electronic energy: -6850.9291 eV
Total charge: 0

***

No. 3
Computed, not measured: a single C5H11N molecule at a distorted geometry, with ωB97M-V with the def2-TZVPD basis set.

Each line ends with the Mulliken charge.
CARTESIAN COORDINATES (ANGSTROEM)
C: 2.497344 -0.414434 0.455254  -1.21
C: 1.260992 -0.558635 -0.437980  -0.30
C: 0.082209 -0.285918 0.520277  -0.76
C: -0.386943 1.083431 0.220325  -0.27
N: -1.222168 0.064231 -0.417561  0.03
C: -2.600097 -0.057281 0.028146  -0.97
H: 2.494735 0.564301 0.950688  0.30
H: 2.465688 -1.175049 1.240030  0.33
H: 3.436826 -0.511023 -0.099440  0.36
H: 1.359119 0.155329 -1.289363  0.34
H: 1.258352 -1.564330 -0.882917  0.30
H: -0.955317 -0.420489 -1.244748  0.35
H: 0.121998 1.773195 -0.459087  0.23
H: -0.978830 1.593130 0.982447  0.27
H: -3.161409 -0.733273 -0.621126  0.34
H: -3.088440 0.925659 0.004806  0.33
H: -2.584066 -0.438841 1.050241  0.35

Forces on atoms 1 to 6 (eV/Å):
0.1 0.0 0.0
0.0 -0.1 0.1
0.1 0.2 0.0
0.0 0.3 0.1
0.0 -0.3 0.2
-0.1 -0.1 0.2

Output
Relative energy (zero: lowest compared OMol25 entry of this formula, charge and spin): 3.789 eV
HOMO: -7.36 eV
Gap between HOMO and LUMO: 8.37 eV
Electronic energy: -6849.7396 eV
Total charge: 0

***

No. 4
Computed, not measured: a gas-phase ion, C5H11N (charge +1) at a distorted geometry, with ωB97M-V with the def2-TZVPD basis set.

Each line ends with the Mulliken charge.
CARTESIAN COORDINATES (ANGSTROEM)
C: -2.163578 0.740881 1.405668  -0.81
C: -1.735007 -0.598095 1.114336  0.12
C: -0.464966 -0.912045 0.487062  -0.32
N: 0.026536 -0.376225 -0.765833  -0.30
C: 1.448297 -0.578238 -0.988400  -0.40
C: 2.048850 0.778605 -1.362976  -1.01
H: -3.187621 0.866674 1.728341  0.30
H: -1.999255 0.662243 0.247709  0.38
H: -1.477470 1.463899 1.831546  0.32
H: -2.554101 -1.311240 1.003279  0.37
H: 0.127154 0.064841 0.685853  0.41
H: -0.115999 -1.873274 0.879134  0.31
H: 1.972905 -0.994799 -0.122258  0.32
H: 1.598159 -1.321568 -1.775891  0.37
H: 1.745450 1.479008 -0.584034  0.29
H: 3.127951 0.797184 -1.486250  0.35
H: 1.602696 1.112141 -2.297290  0.31

Forces on atoms 1 to 6 (eV/Å):
0.6 -1.2 0.4
-1.3 0.9 -1.8
1.5 1.0 1.5
-1.2 -0.4 -1.1
0.8 -0.2 0.1
-0.6 0.0 -0.2

Output
Relative energy (zero: lowest compared OMol25 entry of this formula, charge and spin): 5.349 eV
HOMO (spin up / spin down): -13.32 / -14.85 eV
Gap between HOMO and LUMO (spin up / spin down): 6.82 / 8.44 eV
Electronic energy: -6840.6842 eV
<S²>: 0.757
2S+1: 2
Total charge: +1

***

No. 5
Computed, not measured: a gas-phase ion, C5H11N2 (charge +1) at a distorted geometry, with ωB97M-V with the def2-TZVPD basis set.

Each line ends with the Mulliken charge.
CARTESIAN COORDINATES (ANGSTROEM)
C: -1.273078 0.506288 0.587562  0.79
C: -2.077347 1.481044 0.784040  -0.88
C: 0.150626 -0.908954 -0.637233  -0.57
C: -0.212150 -1.243038 1.861043  -0.78
C: 1.865068 0.671436 -1.557118  -0.98
N: -0.553973 -0.511056 0.618314  0.08
N: 0.405072 0.313268 -1.355264  -0.19
H: -1.930504 2.508751 0.960608  0.30
H: -3.187897 1.364088 0.714265  0.26
H: 1.096699 -1.317834 -0.216370  0.41
H: -0.569082 -1.628397 -1.028970  0.33
H: -0.758336 -2.194779 1.821320  0.32
H: 0.890000 -1.369709 1.816735  0.30
H: -0.503521 -0.629285 2.696136  0.38
H: 2.490877 0.811060 -0.688281  0.32
H: 2.323441 -0.017911 -2.271892  0.37
H: 2.020904 1.650754 -1.990367  0.35
H: -0.176799 0.514272 -2.114530  0.22

Forces on atoms 1 to 6 (eV/Å):
-0.1 0.1 1.0
-2.4 -0.4 -0.4
0.7 1.2 0.2
0.3 -0.1 -0.7
-0.7 -0.2 -1.1
-0.1 0.6 0.8

Output
Relative energy (zero: lowest compared OMol25 entry of this formula, charge and spin): 2.771 eV
HOMO: -13.58 eV
Gap between HOMO and LUMO: 9.79 eV
Structure (SMILES): C=C=[N+](C)CNC
Electronic energy: -8334.3483 eV
Total charge: +1

***

No. 6
Computed, not measured: a gas-phase ion, C5H11N2 (charge +1) at a distorted geometry, with ωB97M-V with the def2-TZVPD basis set.

Each line ends with the Mulliken charge.
CARTESIAN COORDINATES (ANGSTROEM)
C: 2.469404 0.514747 -0.003487  -0.74
C: -1.113610 2.042218 -0.071105  -0.79
C: 1.337019 0.210145 0.581062  -0.28
C: -1.034157 0.910846 -0.754799  -0.42
C: -0.027881 -0.134730 -0.545400  0.94
N: 0.330639 -0.874977 -1.585459  -0.39
N: -0.875619 -1.188144 0.694419  -0.60
H: 3.354610 0.771206 0.551088  0.31
H: 2.563139 0.534381 -1.077477  0.28
H: -1.874376 2.769435 -0.289598  0.31
H: -0.410710 2.292576 0.706789  0.30
H: 1.095042 0.206696 1.621933  0.35
H: -1.746845 0.696852 -1.544662  0.28
H: 1.110767 -1.507297 -1.540455  0.25
H: -0.314380 -0.997288 -2.351213  0.21
H: -1.775975 -1.538962 0.366715  0.33
H: -1.028507 -0.603129 1.516482  0.34
H: -0.275432 -1.972480 0.951948  0.33

Forces on atoms 1 to 6 (eV/Å):
0.3 0.0 0.1
0.2 -0.2 -0.1
-3.0 -0.4 -3.4
-0.3 0.2 -0.2
2.9 0.4 4.1
0.0 -0.3 -0.7

Output
Relative energy (zero: lowest compared OMol25 entry of this formula, charge and spin): 2.017 eV
HOMO: -14.53 eV
Gap between HOMO and LUMO: 11.41 eV
Structure (SMILES): C=CC(N)([NH3+])C=C
Electronic energy: -8335.1024 eV
Total charge: +1

***

No. 7
Computed, not measured: a gas-phase ion, C5H11N2 (charge +1) at a distorted geometry, with ωB97M-V with the def2-TZVPD basis set.

Each line ends with the Mulliken charge.
CARTESIAN COORDINATES (ANGSTROEM)
C: 0.918324 -0.086415 0.579630  -0.37
C: 3.232098 -0.148123 0.067407  -0.23
C: -0.054064 -0.366018 -0.628393  -0.74
C: -1.579410 1.390439 -0.895419  -0.05
C: -2.087147 -0.491230 0.575865  -0.83
N: 2.174242 0.589760 0.114015  -0.49
N: -1.283055 0.293326 -0.350223  0.11
H: 0.448834 0.484326 1.362648  0.38
H: 1.170960 -1.103941 1.007842  0.35
H: 3.306532 -1.195756 0.448951  0.23
H: 4.009081 0.467504 -0.149136  0.32
H: 0.400003 0.053848 -1.538591  0.49
H: -0.321076 -1.380091 -0.631945  0.30
H: -2.463177 1.893110 -0.801693  0.29
H: -0.826339 1.890486 -1.519974  0.25
H: -3.174044 -0.079173 0.785793  0.30
H: -2.326686 -1.412227 0.033974  0.39
H: -1.545071 -0.799819 1.539249  0.32

Forces on atoms 1 to 6 (eV/Å):
1.7 -2.0 -0.7
-3.6 0.1 1.7
2.3 1.8 0.9
2.3 0.1 -0.9
-3.0 -0.6 1.2
-0.8 -1.8 0.2

Output
Relative energy (zero: lowest compared OMol25 entry of this formula, charge and spin): 2.701 eV
HOMO: -13.67 eV
Gap between HOMO and LUMO: 8.88 eV
Structure (SMILES): C=NCC[N+](=C)C
Electronic energy: -8334.4179 eV
Total charge: +1

***

No. 8
Computed, not measured: a gas-phase ion, C5H11N2 (charge +1) at a distorted geometry, with ωB97M-V with the def2-TZVPD basis set.

Each line ends with the Mulliken charge.
CARTESIAN COORDINATES (ANGSTROEM)
C: 0.846160 -0.616520 0.997064  0.50
C: -0.658875 -0.725408 -1.236555  -0.67
C: -0.583237 -0.404711 0.234582  -0.17
C: -0.281337 0.643694 -0.777308  0.44
C: -1.362565 1.582128 -1.070677  -1.57
N: 1.785212 -1.360825 0.447804  -0.32
N: 0.925245 -0.068785 2.181694  -0.37
H: 0.215596 -1.327781 -1.493871  0.12
H: -1.639690 -1.015188 -1.550176  0.30
H: -1.432210 -0.359112 0.896083  0.35
H: 0.744096 1.036571 -0.740501  0.35
H: -2.285681 1.169247 -0.916279  0.36
H: -1.270999 1.870759 -2.103011  0.39
H: -1.311183 2.563149 -0.494922  0.34
H: 1.925491 -1.530784 -0.523347  0.19
H: 2.538273 -1.752468 0.996178  0.26
H: 0.023858 0.232308 2.578170  0.26
H: 1.821846 0.063726 2.575073  0.25

Forces on atoms 1 to 6 (eV/Å):
-4.0 -1.0 -1.8
2.7 -1.0 1.5
3.6 -0.3 1.7
-0.9 0.3 -0.2
1.8 4.0 0.2
1.0 0.2 1.0

Output
Relative energy (zero: lowest compared OMol25 entry of this formula, charge and spin): 1.062 eV
HOMO: -14.42 eV
Gap between HOMO and LUMO: 11.03 eV
Structure (SMILES): C[C@@H]1C[C@H]1C(N)=[NH2+]
Electronic energy: -8336.0570 eV
Total charge: +1

***

No. 9
Computed, not measured: a molecular structure, C5H11N2 at a distorted geometry, with ωB97M-V with the def2-TZVPD basis set.

Each line ends with the Mulliken charge.
CARTESIAN COORDINATES (ANGSTROEM)
C: -2.223370 1.281059 -0.337515  -0.19
C: -0.779450 -0.631234 0.504454  0.61
C: -1.543629 -1.781665 0.172019  -1.00
C: 2.528856 0.645343 -0.491335  -1.10
C: 1.363127 0.597132 0.620098  -0.48
N: -1.799379 0.920477 0.773556  -0.36
N: 0.478013 -0.536091 0.355876  -0.14
H: -2.004280 0.735013 -1.246191  0.28
H: -2.834617 2.268549 -0.462160  0.28
H: -2.525996 -1.553295 -0.203981  0.35
H: -1.824409 -2.441489 1.020716  0.31
H: -0.978053 -2.259246 -0.604176  0.39
H: 3.206000 1.636723 -0.422128  0.32
H: 3.173689 -0.280778 -0.494230  0.35
H: 2.173316 0.719170 -1.492988  0.38
H: 1.746142 0.541656 1.555981  0.35
H: 0.795971 1.514095 0.555091  0.33
H: 1.048073 -1.375423 0.196921  0.33

Forces on atoms 1 to 6 (eV/Å):
-0.9 1.6 -1.5
-2.2 4.7 0.0
-1.0 -1.5 0.4
1.2 1.0 1.4
0.5 1.4 -4.5
2.8 -3.0 1.1

Output
Relative energy (zero: lowest compared OMol25 entry of this formula, charge and spin): 3.352 eV
HOMO: -14.62 eV
Gap between HOMO and LUMO: 10.31 eV
Electronic energy: -8333.7669 eV
Total charge: +1

***

No. 10
Computed, not measured: a gas-phase ion, C5H11N2 (charge +1) at a distorted geometry, with ωB97M-V with the def2-TZVPD basis set.

Each line ends with the Mulliken charge.
CARTESIAN COORDINATES (ANGSTROEM)
C: -0.246848 0.295453 1.706955  -0.56
C: -1.165075 0.072114 0.530919  -0.77
C: -0.428889 -0.631494 -0.658398  0.63
C: -0.864051 -1.827923 -1.056353  -0.94
C: 1.202808 0.190846 -2.182875  -0.29
N: 0.641089 0.164664 -1.049240  -0.42
N: 0.919138 1.234462 1.368267  -0.20
H: -0.872199 0.688888 2.511574  0.34
H: 0.215785 -0.585341 2.148711  0.37
H: -1.479768 0.947734 -0.037754  0.30
H: -1.942949 -0.625937 0.815913  0.43
H: -1.759012 -2.183687 -0.543820  0.19
H: -0.689196 -2.532706 -1.855525  0.34
H: 0.911607 -0.191106 -3.156068  0.30
H: 2.134106 0.764274 -2.232933  0.23
H: 0.612656 2.203204 1.309459  0.37
H: 1.720365 1.113474 1.987420  0.35
H: 1.090426 0.903086 0.393753  0.34

Forces on atoms 1 to 6 (eV/Å):
-0.3 0.8 1.2
1.7 -1.6 -2.3
-1.4 -0.6 0.9
-1.2 -0.1 0.1
0.9 1.0 -0.2
1.1 -0.6 -0.5

Output
Relative energy (zero: lowest compared OMol25 entry of this formula, charge and spin): 1.665 eV
HOMO: -13.22 eV
Gap between HOMO and LUMO: 9.70 eV
Structure (SMILES): C=NC(=C)CC[NH3+]
Electronic energy: -8335.4536 eV
Total charge: +1